Version i
Density functional theory data (ωB97M-V with the def2-TZVPD basis set) for a structure of composition C3H3NO3.

Each line ends with the natural charge from an NBO analysis.
Cartesian coordinates (Å):
O 2.17142 -0.35090 0.07753  -0.68
H 0.62770 1.61913 -0.89286  0.38
O -1.18470 1.11481 0.02023  -0.34
C -1.54606 -0.13587 -0.01854  0.74
H 2.33630 0.22377 1.19048  0.51
C 0.72135 -0.20533 -0.15724  0.48
O -2.64457 -0.38012 0.14835  -0.54
N 0.33253 1.15754 -0.05097  -0.34
H -0.44104 -2.05020 -0.01814  0.25
C -0.37293 -0.99284 -0.29883  -0.45

Its charge is 0. The orbital gap is 9.58 eV. The calculation puts the LUMO energy at -0.5 eV.


Version ii
Density functional theory data (ωB97M-V with the def2-TZVPD basis set) for a structure of composition C3H3NO3.

Each line ends with the natural charge from an NBO analysis.
Cartesian coordinates (Å):
O 0.19278 -1.62795 -0.42888  -0.71
H 2.22653 -0.15162 -0.40147  0.51
C -0.19921 -0.48741 0.27208  -0.14
O 1.85456 0.74409 -0.36544  -0.60
C -1.30098 1.03196 -0.07379  0.73
C 0.61742 0.67967 0.07250  0.57
H -0.27333 -2.40024 -0.09254  0.49
O -2.41990 1.12885 -0.42813  -0.51
N -0.18836 1.74921 0.14589  -0.55
H -0.50950 -0.66656 1.29980  0.21

Its charge is 0. The orbital gap is 9.04 eV. The calculation puts the LUMO energy at 0.2 eV.


Most stable structure - version ii; separation to the second - 0.0716 hartree.


Version i
Density functional theory data (ωB97M-V with the def2-TZVPD basis set) for the molecule C3H3NO3.

Each line ends with the natural charge from an NBO analysis.
Cartesian coordinates (Å):
O 1.62671 1.24860 -0.02728  -0.33
C 1.96754 -0.04899 -0.02486  0.94
C -0.19284 0.15267 0.03450  0.48
O 3.06924 -0.47280 0.03645  -0.55
C -1.60971 -0.27926 -0.00290  -0.67
N 0.22592 1.34047 0.03495  -0.15
H -2.23778 0.60013 -0.05415  0.25
O 0.80046 -0.77833 -0.01246  -0.46
H -1.89653 -0.86040 0.91469  0.25
H -1.75301 -0.90209 -0.89894  0.25

Its charge is 0. The SMILES is Cc1noc(=O)o1. The orbital gap is 11.35 eV. The calculation puts the LUMO energy at 0.6 eV.


Version ii
Density functional theory data (ωB97M-V with the def2-TZVPD basis set) for the molecule C3H3NO3.

Each line ends with the natural charge from an NBO analysis.
Cartesian coordinates (Å):
O -0.01409 -0.11222 1.20371  -0.51
H -0.82286 2.09155 -0.70913  0.41
O 0.43316 -0.23488 -2.03075  -0.54
O 2.08072 -0.53590 1.83148  -0.52
C -0.37636 0.09528 -1.20619  0.64
C -0.92386 -0.08437 0.15345  0.14
C 1.23530 -0.64990 0.99999  0.63
H -1.87646 -0.50793 0.45419  0.21
N -1.10012 1.11594 -0.73837  -0.61
H 1.36457 -1.17758 0.04162  0.14

Its charge is 0. The SMILES is O=CO[C@H]1NC1=O. The orbital gap is 11.18 eV. The calculation puts the LUMO energy at 0.8 eV.


Version iii
Density functional theory data (ωB97M-V with the def2-TZVPD basis set) for the molecule C3H3NO3.

Each line ends with the natural charge from an NBO analysis.
Cartesian coordinates (Å):
H 1.98916 -0.12176 -0.87144  0.13
O -1.84502 -1.66741 0.53759  -0.44
H -2.50486 0.06653 -0.29246  0.12
C 1.92723 -0.18198 0.22447  0.66
H -0.92740 1.64145 -0.92640  0.36
C -1.68038 -0.55800 0.11025  0.36
O 0.65941 -0.56187 0.65816  -0.49
O 2.81578 0.01120 0.98793  -0.49
C -0.33356 0.12520 0.05535  0.44
N -0.10035 1.24665 -0.48344  -0.64

Its charge is 0. The SMILES is [H]/N=C(\C=O)OC=O. The orbital gap is 10.09 eV. The calculation puts the LUMO energy at -0.7 eV.


Most stable structure - version i; separation to the second - 0.0074 hartree.